ORCA calculation (ωB97M-V/def2-TZVPD) on a molecular structure, C20H15NO3S in a non-equilibrium geometry.

The energy above the lowest of the compared OMol25 structures with the same formula, charge and spin comes out at 184.4 kcal/mol. The frontier orbital gap is 0.294 Eh. For the total energy, the calculation gives -39440.335 eV. The largest force on an atom is 15.78 eV/A. For the HOMO energy, the calculation gives -8.59 eV. The LUMO energy comes out at -0.59 eV.

```
40
Properties=species:S:1:pos:R:3:forces:R:3:nbo_charge:R:1
O 2.067 3.396 0.305 2.1 0.8 0.0 -0.571
C 1.772 2.255 0.026 -2.1 3.3 1.4 0.624
N 0.410 2.139 -0.060 -7.2 -1.5 -1.3 -0.639
C -0.461 0.898 0.005 -0.8 2.4 -1.4 0.018
C -1.883 0.769 -0.141 -0.8 6.0 0.8 -0.221
C -2.528 -0.455 0.172 4.8 -0.1 -0.5 -0.059
C -1.609 -1.448 0.424 2.9 10.2 0.1 -0.291
S 0.065 -0.661 0.111 -0.2 -3.4 1.5 0.398
H -1.709 -2.355 0.241 -0.7 -8.2 -1.1 0.188
C -3.863 -0.745 0.033 -4.9 1.0 -1.8 -0.053
C -4.567 -1.230 1.077 0.3 -2.9 1.5 -0.183
C -5.951 -1.671 0.869 5.7 -0.5 4.3 -0.185
C -6.565 -1.572 -0.249 -3.1 3.3 -1.6 -0.229
C -5.964 -0.586 -1.120 -0.9 -3.3 -0.8 -0.187
C -4.660 -0.346 -1.200 -4.0 -8.3 12.8 -0.126
H -4.248 0.189 -1.746 6.5 8.5 -9.7 0.160
H -6.523 -0.546 -1.973 -1.5 1.4 -2.4 0.201
H -7.670 -1.708 -0.122 1.0 -0.3 -1.3 0.223
H -6.207 -2.221 1.704 -1.6 -1.1 1.5 0.202
H -3.958 -1.670 2.041 -1.8 1.6 -2.3 0.218
C -2.687 2.197 -0.077 1.1 3.5 2.6 0.791
O -2.241 3.392 0.028 1.5 -3.6 -1.8 -0.658
O -3.962 2.201 0.286 -1.2 -4.4 -0.6 -0.690
H -4.420 3.019 0.413 0.6 1.3 -0.1 0.516
H -0.319 3.077 -0.266 2.7 -3.2 1.2 0.499
C 2.585 1.136 -0.193 -2.1 -2.0 -0.8 -0.314
C 3.784 0.971 0.232 -4.2 12.9 3.8 -0.049
C 4.807 0.278 0.042 3.3 -12.2 -2.1 -0.211
C 6.033 0.387 0.426 7.5 4.3 2.2 -0.058
C 7.131 -0.572 0.230 -2.6 4.4 0.2 -0.248
C 6.770 -1.709 -0.277 -2.2 -4.3 -1.3 -0.166
C 5.399 -2.169 -0.581 0.9 3.5 2.5 -0.239
C 4.475 -1.148 -0.288 -1.2 -3.2 -2.7 -0.141
H 3.390 -1.586 -0.494 1.9 1.8 0.7 0.214
H 5.131 -3.216 -0.742 0.2 0.6 -0.2 0.231
H 7.569 -2.367 -0.306 1.3 -1.8 -0.9 0.201
H 8.157 -0.271 0.170 0.3 0.2 0.9 0.229
H 6.376 1.447 0.881 -0.9 -2.3 -1.0 0.206
H 4.084 2.102 0.752 -0.6 -2.9 -1.1 0.208
H 1.992 0.399 -0.632 -0.1 -1.5 -1.3 0.194
```
Forces are in eV/Å.